Here is 9 unconnected molecules or ions with the total composition C34H72O29P2 in a non-equilibrium geometry from the Open Molecules 2025 dataset. Energies are from ωB97M-V/def2-TZVPD.

Each line ends with the Mulliken charge.
Atoms and positions in Å:
C  16.4171  -23.4180  -7.4923  -1.290
C  15.2012  -24.0954  -8.1534  0.202
O  14.6266  -25.1648  -7.4226  -0.309
P  15.4332  -26.4638  -7.0282  0.391
O  16.6823  -26.3351  -6.2436  -0.739
O  15.6334  -27.1730  -8.4265  0.413
C  15.8690  -28.5696  -8.5695  -0.253
C  14.6576  -29.1474  -9.2822  -0.887
O  14.3109  -27.2991  -6.2495  -0.268
C  13.9986  -26.9207  -4.8958  -0.243
C  12.8176  -27.7407  -4.4217  -1.246
H  17.2656  -24.0874  -7.6241  0.324
H  16.5279  -22.4463  -7.9700  0.449
H  16.2482  -23.2887  -6.4248  0.321
H  14.4686  -23.2930  -8.2617  0.338
H  15.4423  -24.4701  -9.1530  -0.095
H  16.7286  -28.6331  -9.2456  0.193
H  16.1777  -29.2297  -7.7570  0.366
H  13.7584  -29.0360  -8.6753  0.276
H  14.4867  -28.6685  -10.2488  0.059
H  14.7121  -30.1973  -9.5847  0.432
H  14.8704  -27.0114  -4.2530  0.361
H  13.6633  -25.8812  -4.8229  0.269
H  13.0163  -28.7852  -4.6687  0.314
H  12.7493  -27.5275  -3.3521  0.366
H  11.8272  -27.5173  -4.8165  0.308
C  17.8510  -27.3040  -12.1922  -1.304
C  18.5571  -27.7110  -13.4854  0.830
O  17.9650  -27.0159  -14.5526  -0.081
P  18.6337  -26.6742  -15.9357  -0.388
O  19.1809  -27.7692  -16.7318  -0.290
O  17.4969  -25.8078  -16.6627  -0.084
C  17.3506  -25.9246  -18.0972  -0.013
C  17.5290  -24.5889  -18.7594  -1.075
O  19.7398  -25.5917  -15.5161  0.404
C  20.6093  -25.0743  -16.5534  0.726
C  21.8083  -25.9175  -16.8824  -0.357
H  16.7722  -27.4339  -12.2794  0.207
H  18.2164  -27.8696  -11.3384  0.388
H  18.0599  -26.2343  -12.1427  0.341
H  19.6159  -27.4898  -13.3121  -0.381
H  18.5903  -28.7970  -13.6156  0.163
H  18.0815  -26.6071  -18.5376  0.068
H  16.3652  -26.3154  -18.3460  0.420
H  17.2156  -24.7400  -19.7936  0.434
H  16.8993  -23.8392  -18.2679  0.025
H  18.5076  -24.1101  -18.7193  0.230
H  20.0273  -24.6163  -17.3528  -0.461
H  20.9583  -24.1832  -16.0161  -0.057
H  21.6130  -26.9863  -16.9179  -0.207
H  21.9674  -25.6413  -17.9324  0.045
H  22.7156  -25.6209  -16.3627  0.377
C  19.5117  -31.1436  -16.1246  -1.325
C  20.6832  -30.6522  -16.9536  1.263
C  22.1197  -30.8136  -16.4238  -0.344
O  22.6799  -31.7598  -17.3418  -0.359
C  21.7830  -32.2132  -18.1849  0.665
O  21.9391  -33.0600  -19.0183  -0.576
O  20.7086  -31.3763  -18.1974  -0.423
H  19.7107  -30.7258  -15.1288  0.181
H  19.4855  -32.2179  -15.9409  0.406
H  18.6006  -30.7581  -16.5691  0.333
H  20.4916  -29.6333  -17.2944  -0.361
H  22.1061  -31.2275  -15.4148  0.366
H  22.6706  -29.8769  -16.4163  0.307
C  24.4442  -25.7772  -20.4640  -0.659
O  24.0036  -26.0408  -21.8021  -0.290
C  23.5684  -25.0206  -22.5520  0.805
O  23.0379  -25.1664  -23.6139  -0.555
O  23.8958  -23.8507  -22.0421  -0.321
C  23.8728  -22.7211  -22.9028  -0.754
H  25.2039  -24.9943  -20.4197  0.386
H  24.9140  -26.6115  -19.9550  0.306
H  23.5351  -25.4033  -19.9944  0.205
H  23.8010  -21.8107  -22.3090  0.270
H  22.9004  -22.6755  -23.4007  0.321
H  24.6791  -22.7038  -23.6275  0.303
C  22.5637  -28.2583  -19.3785  0.641
O  21.9903  -28.7658  -20.5698  -0.318
C  20.9622  -28.0194  -21.0582  0.795
O  20.1335  -27.4736  -20.3966  -0.562
O  20.9703  -27.9681  -22.3706  -0.321
C  21.8391  -28.7647  -23.1486  -0.616
H  23.6042  -28.5830  -19.3930  0.411
H  22.0717  -28.7568  -18.5378  -0.426
H  22.4578  -27.1849  -19.2774  -0.428
H  21.8647  -29.8241  -22.9233  0.299
H  22.8384  -28.3083  -23.1385  0.186
H  21.6829  -28.5720  -24.2127  0.307
C  9.4246  -26.6228  -12.9689  -0.678
O  10.4925  -26.3521  -12.0674  -0.333
C  11.6833  -26.2499  -12.6229  0.684
O  11.9279  -26.1002  -13.7815  -0.526
O  12.6126  -26.3737  -11.6390  -0.181
C  13.9437  -26.1832  -12.1018  -0.225
H  9.4412  -25.8850  -13.7727  0.309
H  8.4944  -26.5384  -12.4165  0.235
H  9.5087  -27.5991  -13.4468  0.293
H  14.0336  -25.2112  -12.5881  0.273
H  14.2734  -26.9426  -12.8142  0.230
H  14.5266  -26.2425  -11.1830  -0.133
C  25.5909  -23.7159  -10.5909  -0.688
O  24.3742  -23.8973  -11.3221  -0.299
C  23.9647  -25.1407  -11.4911  0.680
O  24.4489  -26.1418  -11.0112  -0.589
O  22.8851  -25.1316  -12.2640  -0.119
C  22.3895  -26.3658  -12.7676  -0.771
H  25.5541  -24.1258  -9.5859  0.289
H  25.8657  -22.6687  -10.6576  0.235
H  26.3572  -24.2545  -11.1555  0.316
H  22.6341  -26.3727  -13.8330  0.219
H  21.3346  -26.5315  -12.5937  0.164
H  22.9526  -27.2578  -12.4942  0.417
C  14.3964  -22.1478  -16.2719  -0.654
O  14.8791  -22.7233  -15.0537  -0.148
C  14.6584  -22.1448  -13.8939  0.632
O  14.2117  -21.0518  -13.6843  -0.592
O  15.1363  -22.9486  -12.9573  -0.210
C  15.2568  -22.5179  -11.6314  -0.778
H  13.7278  -22.9177  -16.6505  0.266
H  15.2368  -22.0469  -16.9572  0.151
H  13.9489  -21.1651  -16.1478  0.360
H  14.2593  -22.4813  -11.1926  0.327
H  15.7071  -21.5212  -11.5606  0.459
H  15.9703  -23.0716  -11.0231  0.183
C  21.5346  -22.0704  -12.9575  -0.676
O  20.5775  -21.5228  -13.8247  -0.340
C  20.7855  -21.3131  -15.1116  0.957
O  21.7775  -21.5302  -15.7633  -0.604
O  19.6185  -20.9001  -15.6218  -0.315
C  19.5550  -20.7451  -17.0366  -0.497
H  22.5036  -22.0681  -13.4663  0.352
H  21.3882  -23.1335  -12.7537  0.158
H  21.6743  -21.6312  -11.9724  0.372
H  19.4161  -21.7272  -17.4934  0.096
H  20.3804  -20.1560  -17.4209  0.320
H  18.5952  -20.2675  -17.2346  0.245

Computed properties:
LUMO level	0.23	eV
SMILES string	CCOP(=O)(OCC)OCC.CCOP(=O)(OCC)OCC.C[C@H]1COC(=O)O1.COC(=O)OC.COC(=O)OC.COC(=O)OC.COC(=O)OC.COC(=O)OC.COC(=O)OC
maximum force	3.2	eV/Å
energy	-4203.528688	hartree